1.
The molecule C3H3NOS2 at a distorted geometry. Source: OMol25; level of theory: ωB97M-V with the def2-TZVPD basis set.

Each line ends with the natural charge from an NBO analysis.
Cartesian coordinates (Å):
C  -1.6281  -1.2027  -2.2274  -0.05
N  -0.8639  -1.0877  -1.2150  -0.55
S  -1.0263  0.3647  -0.3443  0.56
C  0.3169  0.2759  0.7151  -0.46
S  0.4863  1.2579  1.9787  0.10
C  1.4766  -0.6356  0.3148  0.38
O  1.9535  -0.6642  -0.7757  -0.47
H  -1.5884  -2.0975  -2.8309  0.19
H  -2.4177  -0.4752  -2.5397  0.16
H  2.0733  -1.0865  1.1163  0.14

Results
SMILES string	C=NSC(=S)C=O
max |F|	1.199	eV/A
LUMO energy	-1.04	eV
E_HOMO	-9.2	eV

---

2.
A structure of composition C5H4HfN4S at a distorted geometry. Source: OMol25; level of theory: ωB97M-V with the def2-TZVPD basis set.

Each line ends with the natural charge from an NBO analysis.
Cartesian coordinates (Å):
N  1.5888  1.8516  1.0487  0.00
C  0.4761  1.3979  0.8788  0.23
C  -0.9706  0.9973  0.2854  -0.12
N  -1.5290  2.1101  -0.5141  -0.38
C  -0.7304  -0.3958  -0.6162  -0.11
C  -0.9760  -1.6365  0.3838  0.14
N  -1.1912  -2.4507  1.2629  0.02
N  0.6440  -0.4553  -1.2234  -0.18
C  1.3504  -1.4310  -0.7044  0.44
S  2.5747  -2.2209  0.1692  -0.02
H  -1.6733  0.6600  1.1449  0.38
H  -2.1175  2.6648  0.1617  0.48
H  -0.7307  2.7579  -0.7370  0.45
H  -1.5245  -0.4061  -1.4650  0.40
Hf  4.8092  -3.4433  -0.0753  2.28

Results
max |F|	7.237	eV/A
LUMO energy	-21.52	eV
charge	+4
E_HOMO	-24.4	eV

---

3.
A structure of composition C24H26F4MnN4O4. Source: OMol25; level of theory: ωB97M-V with the def2-TZVPD basis set.

Each line ends with the Löwdin spin population.
Cartesian coordinates (Å):
Mn  -0.3014  -1.1774  -0.0100  0.92
C  -0.7926  0.8062  -2.2270  0.00
N  -0.3962  -0.4654  -2.7888  0.01
C  -1.3007  -1.1599  -3.6788  0.00
C  1.0035  -0.5286  -3.1577  0.00
C  2.0135  -0.9513  -2.0441  0.00
N  1.4015  -1.6394  -0.9194  0.02
C  2.1803  -2.4746  -0.1957  0.01
C  1.5657  -3.2803  0.7960  0.01
F  0.2146  -3.1319  0.9889  0.00
C  2.2260  -4.1761  1.5980  0.00
F  1.5161  -4.8771  2.4979  0.00
C  3.5928  -4.3626  1.4998  0.01
C  4.2363  -3.5756  0.5657  0.00
F  5.5703  -3.6745  0.4383  0.00
C  3.5836  -2.6626  -0.2414  0.01
F  4.3685  -1.9084  -1.0484  0.00
H  -0.3725  1.6357  -2.8250  0.00
H  0.8364  0.6878  -0.9804  0.00
H  -2.7084  0.3510  -1.3583  0.00
H  -1.4808  -0.6420  -4.6350  0.00
H  -2.2531  -1.3485  -3.1884  0.00
H  -0.8752  -2.1372  -3.9005  0.00
H  1.3348  0.4464  -3.5539  0.00
H  1.0953  -1.2309  -3.9847  0.00
H  2.5919  -0.0669  -1.7271  0.00
H  2.7421  -1.5958  -2.5363  0.00
H  4.1248  -5.0679  2.1175  0.00
O  1.5866  4.0247  4.1746  0.00
C  2.1468  2.7423  4.3652  0.00
C  1.5643  1.7831  3.3648  0.00
C  1.7744  0.4158  3.5117  0.00
C  1.2715  -0.4495  2.5637  0.00
N  0.5802  -0.0267  1.5012  0.00
C  0.3478  1.2904  1.3715  0.00
C  0.8374  2.2258  2.2739  0.00
C  -0.4623  1.6693  0.1849  0.00
C  -1.3704  2.6506  0.2728  -0.01
C  -2.2440  3.1625  -0.7786  0.00
C  -2.7098  4.5822  -0.5829  0.00
O  -3.3877  4.7595  0.6546  0.00
C  -2.6582  2.4511  -1.8293  0.00
C  -2.2981  1.0260  -2.1162  0.00
N  -0.1659  0.8143  -0.8917  0.00
H  1.9871  4.6368  4.7977  0.00
H  1.9458  2.3638  5.3739  0.00
H  3.2355  2.7659  4.2294  0.00
H  2.3285  0.0225  4.3539  0.00
H  1.4117  -1.5180  2.6501  0.00
H  0.6562  3.2783  2.1215  0.00
H  -1.4736  3.1271  1.2396  0.00
H  -3.3407  4.8839  -1.4261  0.00
H  -1.8580  5.2637  -0.5420  0.00
H  -4.1460  4.1657  0.6643  0.00
H  -3.3051  2.9467  -2.5462  0.00
H  -2.7487  0.7467  -3.0663  0.00
C  -4.2519  -2.8348  -0.3420  0.00
O  -3.0051  -2.5613  -1.0034  0.01
C  -2.0461  -1.9274  -0.3237  0.01
O  -2.2320  -1.5445  0.8571  -0.01
H  -5.0504  -2.5156  -1.0092  0.00
H  -4.3115  -2.3050  0.6047  0.00
H  -4.3251  -3.9083  -0.1746  0.00

Results
2S+1	2
max |F|	0.679	eV/A
LUMO energy (alpha / beta)	-0.01 / -0.06	eV
E_HOMO (alpha / beta)	-6.7 / -6.9	eV

---

4.
A structure of composition C4H6O3Yb at a distorted geometry. Source: OMol25; level of theory: ωB97M-V with the def2-TZVPD basis set.

Each line ends with the Löwdin spin population.
Cartesian coordinates (Å):
C  0.4839  -2.5387  1.0221  0.00
C  -0.1319  -1.8754  1.8354  0.01
H  1.2229  -3.0046  0.3825  0.00
H  -0.8621  -1.5312  2.5591  0.00
H  0.5691  -1.0361  0.7736  0.00
Yb  3.3071  1.6064  -1.2111  0.39
O  0.9086  1.9222  -1.2453  0.34
C  0.7086  0.7737  -0.7941  0.01
O  1.6684  0.1753  -0.1906  0.21
O  -0.4887  0.2933  -0.5378  0.03
C  -1.6395  1.1597  -0.6359  0.00
H  -2.4926  0.5378  -0.3523  0.00
H  -1.5270  1.9975  0.0596  0.00
H  -1.7269  1.5202  -1.6653  0.00

Results
2S+1	2
max |F|	5.352	eV/A
LUMO energy (alpha / beta)	-14.16 / -18.02	eV
charge	+3
E_HOMO (alpha / beta)	-23.4 / -23.3	eV

---

5.
The molecule C5H11N3 at a distorted geometry. Source: OMol25; level of theory: ωB97M-V with the def2-TZVPD basis set.

Each line ends with the natural charge from an NBO analysis.
Cartesian coordinates (Å):
C  0.9997  1.6481  0.1569  -0.39
N  0.7534  0.2242  0.3177  -0.52
C  1.5282  -0.7828  -0.3969  -0.14
C  0.6232  -0.9164  -1.4083  -0.05
C  -0.8014  -1.3931  -1.1456  -0.29
N  -1.4596  -0.5738  -0.1262  -0.64
C  -0.4901  -0.2521  0.9150  0.27
N  -1.0659  0.7638  1.7692  -0.85
H  0.1863  2.1578  -0.3719  0.17
H  1.1078  2.1144  1.1381  0.19
H  1.9291  1.7765  -0.3984  0.20
H  2.5515  -0.4851  -0.6061  0.19
H  0.9297  -0.9353  -2.4565  0.18
H  -0.7873  -2.4362  -0.8090  0.22
H  -1.3941  -1.3532  -2.0619  0.21
H  -1.7562  0.3057  -0.5443  0.35
H  -0.2356  -1.1977  1.4214  0.15
H  -2.0358  0.5335  1.9461  0.37
H  -0.5830  0.8017  2.6608  0.37

Results
SMILES string	CN1C=CCN[C@@H]1N
max |F|	5.002	eV/A
LUMO energy	0.54	eV
E_HOMO	-6.9	eV

---

6.
A cluster of 2 separate species, C4H11N2 in total. Source: OMol25; level of theory: ωB97M-V with the def2-TZVPD basis set.

Each line ends with the Löwdin spin population.
Cartesian coordinates (Å):
C  0.8105  2.2518  0.8199  0.60
N  -0.0029  1.8718  1.8572  0.27
H  1.8730  2.1054  0.9159  0.04
H  0.3864  2.6507  -0.0849  0.04
H  -0.9560  1.5977  1.7099  0.01
H  0.4147  1.6019  2.7274  0.00
C  -1.5809  -0.4564  -0.9618  0.00
C  -0.1114  -0.7369  -1.2111  0.01
C  1.1661  -2.1353  0.1204  0.00
N  0.5739  -1.0283  0.0378  0.01
H  -2.1158  -0.3340  -1.9048  0.00
H  -2.0765  -1.2680  -0.4264  0.00
H  -1.6838  0.4572  -0.3783  0.00
H  0.3300  0.1927  -1.5841  0.00
H  0.0704  -1.5012  -1.9776  0.00
H  1.2213  -2.8618  -0.6996  0.00
H  1.6808  -2.4073  1.0401  0.00

Results
2S+1	2
max |F|	0.654	eV/A
LUMO energy (alpha / beta)	1.14 / 1.14	eV
E_HOMO (alpha / beta)	-5.9 / -9.6	eV

---

7.
The molecule C4H8N2OS at a distorted geometry. Source: OMol25; level of theory: ωB97M-V with the def2-TZVPD basis set.

Each line ends with the natural charge from an NBO analysis.
Cartesian coordinates (Å):
N  0.4792  2.1392  -0.4320  -0.80
C  -0.1331  1.7396  0.7048  0.10
C  -0.4155  0.4569  1.0233  -0.44
C  0.0076  -0.7828  0.3254  0.20
C  1.0972  -0.7022  -0.7370  -0.12
O  0.6894  -0.2367  -2.0147  -0.72
N  -0.5058  -1.9596  0.4933  -0.59
S  -1.8536  -2.1491  1.4818  0.18
H  0.4179  1.5066  -1.2163  0.42
H  0.4898  3.1220  -0.6476  0.39
H  -0.4436  2.5798  1.3632  0.20
H  -1.1818  0.3506  1.7513  0.22
H  1.9351  -0.1186  -0.4111  0.20
H  1.4529  -1.7605  -0.8067  0.19
H  -0.1338  -0.7143  -2.1821  0.48
H  -1.9020  -3.4707  1.3043  0.11

Results
SMILES string	N/C=C\C(CO)=N/S
max |F|	2.423	eV/A
LUMO energy	0.67	eV
E_HOMO	-7.9	eV

---

8.
The molecule C5H10O2 at a distorted geometry. Source: OMol25; level of theory: ωB97M-V with the def2-TZVPD basis set.

Each line ends with the natural charge from an NBO analysis.
Cartesian coordinates (Å):
C  -0.7946  0.9026  -1.1148  -0.62
C  0.4063  0.0379  -0.5370  -0.20
C  1.6876  0.8155  -0.6699  -0.62
C  0.2060  -0.3818  0.9551  -0.52
C  -1.1408  -1.0200  1.1925  0.80
O  -2.0763  -0.3653  1.5347  -0.57
O  -1.0382  -2.3930  1.1180  -0.69
H  -0.9044  0.6318  -2.1605  0.21
H  -0.7321  1.9588  -0.8451  0.21
H  -1.7030  0.4650  -0.7179  0.21
H  0.4498  -0.8906  -1.1143  0.20
H  2.1693  0.9944  0.3028  0.21
H  1.5302  1.8826  -0.9386  0.21
H  2.3490  0.4390  -1.4432  0.22
H  1.1045  -0.9305  1.2043  0.23
H  0.2650  0.5438  1.5382  0.22
H  -1.7782  -2.6902  1.6954  0.49

Results
SMILES string	CC(C)CC(=O)O
max |F|	2.700	eV/A
LUMO energy	0.76	eV
E_HOMO	-10.5	eV

---

Question: max |F| of number 4 (C4H6O3Yb)?
Answer: 5.352 eV/A

---

Repeat the fifth record exactly.
The molecule C5H11N3 at a distorted geometry. Source: OMol25; level of theory: ωB97M-V with the def2-TZVPD basis set.

Each line ends with the natural charge from an NBO analysis.
Cartesian coordinates (Å):
C  0.9997  1.6481  0.1569  -0.39
N  0.7534  0.2242  0.3177  -0.52
C  1.5282  -0.7828  -0.3969  -0.14
C  0.6232  -0.9164  -1.4083  -0.05
C  -0.8014  -1.3931  -1.1456  -0.29
N  -1.4596  -0.5738  -0.1262  -0.64
C  -0.4901  -0.2521  0.9150  0.27
N  -1.0659  0.7638  1.7692  -0.85
H  0.1863  2.1578  -0.3719  0.17
H  1.1078  2.1144  1.1381  0.19
H  1.9291  1.7765  -0.3984  0.20
H  2.5515  -0.4851  -0.6061  0.19
H  0.9297  -0.9353  -2.4565  0.18
H  -0.7873  -2.4362  -0.8090  0.22
H  -1.3941  -1.3532  -2.0619  0.21
H  -1.7562  0.3057  -0.5443  0.35
H  -0.2356  -1.1977  1.4214  0.15
H  -2.0358  0.5335  1.9461  0.37
H  -0.5830  0.8017  2.6608  0.37

Results
SMILES string	CN1C=CCN[C@@H]1N
max |F|	5.002	eV/A
LUMO energy	0.54	eV
E_HOMO	-6.9	eV

---

Question: Among the records above, which one has the lowest max |F|?
Answer: C4H11N2

---

Question: What is the formula in the sixth record?
Answer: C4H11N2